Record 1
11 unconnected molecules or ions with the total composition C5H34NO10S2 at a distorted geometry. Source: OMol25; level of theory: ωB97M-V with the def2-TZVPD basis set.

```
52
C5H34NO10S2 (ωB97M-V with the def2-TZVPD basis set)
S -1.0812 3.7871 2.2722
S -1.9239 3.0071 3.8744
O -0.0585 -2.3367 -2.3973
O 0.4565 2.4726 -4.1689
O -5.2405 0.7946 -0.2994
O 1.5099 -4.7035 -2.9842
O 2.8785 0.4004 0.5388
O 3.7801 0.7634 -2.8954
O 2.5074 -3.8627 0.1047
O 1.3866 5.0046 0.2567
O -2.5834 -3.5492 -2.4189
O 4.4362 -2.1975 -1.6983
N 0.5343 1.8464 -0.1169
C -2.1296 0.2394 3.6215
C -1.5318 -1.1905 3.9174
C -1.5043 1.4203 4.4237
C -0.8206 1.4698 0.4701
C -1.6388 2.6542 0.9086
H -1.2485 0.8119 -0.2676
H -2.2227 -4.4345 -2.5584
H -0.4474 1.2201 4.7253
H 3.6454 -0.0868 -2.4519
H 1.2060 2.4680 0.3926
H -5.9772 0.4021 0.1617
H -1.0458 -2.4538 -2.5474
H -1.0847 -1.5725 2.9718
H 5.0231 -2.3816 -2.4527
H -0.6364 0.8244 1.3922
H -3.1921 0.2984 3.8207
H -2.1053 0.4440 2.5727
H 1.9920 -3.8992 -2.7506
H 2.8806 1.0477 -3.0779
H -4.7981 -0.0121 -0.6076
H -2.6249 2.2535 1.2251
H -1.9889 1.3171 5.4259
H 1.7689 -3.6367 -0.4786
H 0.0953 1.7518 -4.6736
H 4.3888 -3.0411 -1.2387
H 2.0009 5.5318 -0.2476
H 2.6226 -4.8010 -0.1468
H 0.3947 2.3071 -1.0550
H 3.7421 0.6627 0.8388
H 2.8797 -0.4392 0.0835
H 0.7345 -4.3238 -3.4052
H 0.0031 -2.4902 -1.4494
H 0.5075 3.2299 -4.7678
H 1.1085 0.9574 -0.2745
H -2.3590 -1.8959 4.0797
H -1.7239 3.4875 0.1507
H -0.7321 -1.0355 4.6143
H 1.7400 5.1618 1.1414
H -3.5235 -3.6930 -2.5540
```

Results
* largest force on an atom: 0.0666 hartree/bohr
* highest occupied orbital energy: -0.4084 Ha
* total charge: +1
* E: -1814.15860 Eh
* gap between HOMO and LUMO: 8.3 eV


Record 2
A molecular structure, C3H9NS2 at a distorted geometry. Source: OMol25; level of theory: ωB97M-V with the def2-TZVPD basis set.

```
15
C3H9NS2 (ωB97M-V with the def2-TZVPD basis set)
S 0.6340 -3.4218 1.4778
S -0.9366 -1.5851 0.2057
N -0.4516 2.5840 -0.6704
C -0.7615 1.2238 -0.1959
C 0.5883 -1.0577 -0.5972
C 0.4573 0.3022 0.0828
H 1.3597 0.9171 -0.1362
H 1.4835 -1.5264 -0.2309
H 0.1352 -1.2483 -1.6122
H -0.5642 -3.9721 1.6728
H 0.5692 2.4397 -0.7695
H -1.3849 0.8426 -1.0314
H -1.3995 0.9908 0.6712
H 0.5219 0.1470 1.1765
H -0.2507 3.3641 -0.0431
```

Results
* largest force on an atom: 0.1062 hartree/bohr
* highest occupied orbital energy: -0.3245 Ha
* E: -970.67489 Eh
* gap between HOMO and LUMO: 6.6 eV


Record 3
6 unconnected molecules or ions with the total composition C21H40N6O7 at a distorted geometry. Source: OMol25; level of theory: ωB97M-V with the def2-TZVPD basis set.

```
74
C21H40N6O7 (ωB97M-V with the def2-TZVPD basis set)
O -5.6567 2.5029 3.2755
O 1.6233 -2.5871 -6.0725
O -1.1127 2.8749 1.1185
O -0.4407 2.0059 -0.7645
O 2.2733 -3.5721 1.5695
O -2.8437 4.1569 -3.1075
O 3.8773 0.2159 -1.4095
N 4.0933 -5.0001 1.1795
N -0.8897 1.9659 0.4305
N -1.0037 4.2489 -4.5525
N 3.1423 0.8229 0.6895
N 0.9203 -1.5841 -4.2055
N -5.5617 1.5919 5.4715
C -0.1987 -0.9211 -3.4565
C -2.6687 0.4479 1.7125
C 3.0023 -4.6871 1.7745
C -6.1877 2.0729 4.3085
C -1.3477 0.6709 0.8415
C -0.9707 -2.0081 1.2975
C -2.2407 -1.9861 2.2195
C 2.7303 0.3239 2.0295
C 2.8383 2.2869 0.2155
C 4.7033 -6.2931 1.3675
C 0.7363 -2.0661 -5.4325
C -2.9927 -0.8671 2.3215
C -6.2007 1.3189 6.7645
C 3.7183 0.0449 -0.1915
C -3.9887 1.4899 5.4085
C -1.6657 4.8809 -5.6355
C 0.3513 3.8889 -4.9205
C -1.6417 3.9049 -3.3965
C 4.7163 -4.0481 0.1165
C 2.2923 -1.5651 -3.5855
C -0.4277 -0.6601 0.6865
H 2.8533 -0.6731 -4.0275
H -5.6467 0.5039 7.1585
H 2.2753 -1.4661 -2.5345
H 2.4523 -0.6741 2.0445
H -3.4097 2.4869 4.8855
H -1.3397 5.7779 -5.8115
H 4.9893 -3.0791 0.5445
H -2.4397 -2.8441 2.7255
H 4.1033 -0.9381 0.3265
H 3.4353 2.6099 -0.5695
H 5.5183 -4.6301 -0.3665
H 0.4693 -0.6041 -0.1135
H -3.7417 -0.6881 3.0505
H -3.8747 0.9369 4.7095
H -1.0097 -1.5401 -3.4885
H 0.4833 3.6279 -5.9595
H -2.7377 4.7649 -5.7155
H -7.1207 0.9139 6.4595
H -0.3377 -2.8341 1.0375
H -0.1007 -2.1021 -5.9365
H -6.1157 2.1589 7.4165
H -1.0677 3.3819 -2.6265
H 0.8783 4.6899 -4.4195
H -7.2957 2.0329 4.2875
H 4.1283 -7.0751 0.6805
H 1.7403 0.8669 2.3125
H 3.2783 0.6169 2.8845
H -3.5457 1.1129 6.2655
H 4.9433 -6.8351 2.4565
H 2.7553 3.0629 1.1115
H 0.1293 -0.6751 -2.3935
H 2.5073 -5.4051 2.5565
H 4.0933 -3.7121 -0.8125
H -1.5487 4.5139 -6.5265
H -3.1587 1.2989 1.7075
H 0.5223 3.0329 -4.3945
H 2.8453 -2.5431 -3.9945
H 5.6723 -6.2521 1.0875
H -0.5147 0.0289 -3.9455
H 1.9533 2.2779 -0.1405
```

Results
* largest force on an atom: 0.2228 hartree/bohr
* highest occupied orbital energy: -0.3215 Ha
* SMILES: O=[N+]([O-])c1ccccc1.CN(C)C=O.CN(C)C=O.CN(C)C=O.CN(C)C=O.CN(C)C=O
* E: -1678.82902 Eh
* gap between HOMO and LUMO: 7.9 eV


Record 4
2 unconnected molecules or ions with the total composition C7H15NSi at a distorted geometry. Source: OMol25; level of theory: ωB97M-V with the def2-TZVPD basis set.

```
24
C7H15NSi (ωB97M-V with the def2-TZVPD basis set)
Si -1.8446 0.6115 0.3971
N 1.1247 -0.1040 0.5554
C 3.5410 -0.3040 0.2753
C -2.3316 -0.9169 -0.6572
C 0.3306 2.3292 -1.0802
C -0.9753 -1.4932 -1.1792
C -0.4733 1.6334 -0.3804
C 2.2012 0.1952 0.0095
C -1.4939 -0.1580 2.1145
H -0.3941 -0.8292 -1.8288
H -3.1755 1.3528 0.4417
H -2.9416 -1.5800 -0.0650
H -0.3493 -1.7995 -0.4153
H -3.0438 -0.5395 -1.3269
H 4.3468 0.3776 0.1654
H -2.3846 -0.2913 2.6004
H 1.3609 2.4974 -0.7374
H 3.5074 -0.8954 1.1921
H 0.0795 2.7335 -2.0819
H -1.2304 -2.4514 -1.6324
H -1.0091 0.5523 2.8786
H 3.9278 -0.9434 -0.4408
H -0.9029 -1.0750 1.9727
H 2.1300 1.0979 -0.7771
```

Results
* largest force on an atom: 0.0720 hartree/bohr
* highest occupied orbital energy (spin up / spin down): -0.3367 / -0.2902 Ha
* E: -619.75883 Eh
* gap between HOMO and LUMO (spin up / spin down): 9.2 / 7.4 eV